# 1
# C15H37GaGeN3OS4SbSi

A structure of composition C15H37GaGeN3OS4SbSi (ωB97M-V with the def2-TZVPD basis set, the Open Molecules 2025 dataset).

Results
Energy above the lowest of the compared OMol25 structures with the same formula, charge and spin: 0.000 eV
2S+1: 2
Gap between HOMO and LUMO (alpha / beta): 0.276 / 0.209 hartree
Calculated total energy: -6957.36495 a.u.
Total charge: +1

```
64
Properties=species:S:1:pos:R:3:forces:R:3
Ga -0.633453 -1.524319 1.282896 -0.011 -0.179 -0.124
S 0.091110 -5.844010 1.691084 0.079 -0.054 0.082
Sb -1.558574 -4.792674 0.637668 0.022 0.083 -0.119
S -2.100059 -2.913722 2.166862 -0.047 0.070 0.154
S -0.190624 -2.701667 -0.699112 -0.143 0.127 -0.063
O -1.423095 0.003995 2.850536 -0.117 0.005 -0.019
H -2.054280 -0.404385 3.457265 0.013 0.013 0.024
H -1.025307 0.765408 3.287303 0.045 -0.012 -0.003
C 2.656985 -1.045829 -0.786778 0.019 -0.007 -0.034
Si 1.929635 -2.697085 -1.271369 0.135 -0.135 0.079
C 2.736122 -4.097193 -0.349196 -0.007 0.018 -0.021
C 1.935634 -2.940969 -3.116043 -0.022 0.008 0.000
H 3.511952 -0.837286 -1.435774 0.006 -0.004 0.021
H 3.012560 -1.049187 0.244414 -0.005 -0.006 -0.014
H 1.947721 -0.224445 -0.902157 -0.001 0.001 -0.019
H 3.780934 -4.210425 -0.650295 -0.013 0.031 -0.012
H 2.222842 -5.042723 -0.532704 0.019 0.009 0.001
H 2.708197 -3.918160 0.728095 0.006 -0.020 -0.022
H 2.875417 -3.402037 -3.429758 0.000 0.037 0.003
H 1.834609 -1.987950 -3.638652 -0.027 -0.011 0.006
H 1.120973 -3.589879 -3.439622 0.024 -0.029 0.010
C -2.708250 1.031526 -3.649563 0.001 0.005 -0.003
C -4.057683 0.574657 -3.107672 0.018 0.001 0.006
C -4.153830 0.562673 -1.585198 0.004 0.041 0.020
C -3.197717 -0.420778 -0.884474 -0.009 -0.015 -0.014
Ge -1.416032 0.302169 -0.521676 0.028 0.156 0.068
C -1.386077 2.009663 0.458524 0.010 0.034 -0.048
C -1.446068 3.241387 -0.457515 0.008 -0.002 -0.019
C -0.192499 3.449158 -1.301388 0.007 0.005 0.012
C -0.280017 4.700313 -2.165760 -0.016 0.006 0.011
H -2.741670 1.154677 -4.732052 -0.001 0.005 0.006
H -1.919168 0.307987 -3.436564 -0.001 -0.005 -0.003
H -2.412211 1.994802 -3.220409 -0.004 -0.015 -0.003
H -4.283923 -0.425756 -3.487688 0.000 0.002 0.005
H -4.842267 1.230641 -3.490486 0.005 0.007 -0.006
H -5.174331 0.295937 -1.301278 0.004 -0.028 -0.005
H -4.002087 1.579111 -1.205357 -0.015 -0.002 0.007
H -3.088083 -1.345148 -1.455645 -0.005 0.004 -0.014
H -3.604069 -0.698998 0.090009 0.032 -0.016 0.016
H -0.404702 0.277465 -1.668311 0.018 -0.062 0.007
H -0.472047 2.041978 1.057564 -0.004 -0.029 0.001
H -2.232356 1.982843 1.146292 -0.012 0.010 -0.004
H -1.595494 4.126051 0.169640 -0.004 -0.003 0.012
H -2.322468 3.194615 -1.111398 0.011 -0.014 0.000
H -0.019908 2.577901 -1.939596 -0.007 0.000 -0.012
H 0.675313 3.516116 -0.636405 -0.003 -0.004 -0.003
H -1.129260 4.643576 -2.850021 0.007 -0.001 0.003
H 0.620239 4.836488 -2.764451 -0.002 -0.004 0.006
H -0.410854 5.592698 -1.550878 -0.001 -0.005 -0.005
C 2.474885 2.461366 4.056937 0.009 0.002 0.009
C 3.265425 1.545514 3.120843 -0.005 -0.016 -0.010
C 2.583201 0.226939 2.930498 -0.003 -0.023 -0.005
N 1.539912 0.057208 2.208368 -0.063 0.051 -0.036
N 1.085123 -1.241596 2.226555 -0.057 -0.123 0.084
C 1.783432 -2.060463 3.001572 0.091 0.136 -0.014
N 1.528649 -3.340654 3.211680 0.005 -0.079 0.005
S 3.117710 -1.230421 3.730626 0.001 -0.013 0.019
H 2.999139 3.405960 4.191677 -0.001 -0.005 -0.004
H 2.344050 2.005112 5.038805 0.002 0.000 -0.002
H 1.490688 2.676358 3.640551 0.001 -0.005 -0.002
H 4.270604 1.380137 3.509349 0.002 -0.007 0.003
H 3.374170 2.004407 2.137598 -0.013 0.011 -0.001
H 0.818417 -3.884790 2.707267 -0.018 0.045 -0.024
H 2.142812 -3.884292 3.794748 0.006 0.014 0.007
```
Positions in Å, forces in eV/Å.



# 2
# C15H56N10O18

A cluster of 13 separate species, C15H56N10O18 in total (ωB97M-V with the def2-TZVPD basis set, the Open Molecules 2025 dataset).

Results
Energy above the lowest of the compared OMol25 structures with the same formula, charge and spin: 2.608 eV
Gap between HOMO and LUMO: 0.343 hartree
Calculated total energy: -2506.93618 a.u.
Total charge: 0

```
99
Properties=species:S:1:pos:R:3:forces:R:3
C 7.267184 -2.045164 -1.386125 2.720 -3.159 -2.844
O 7.986454 -2.774554 -2.118925 -1.307 1.201 0.963
N 7.778354 -1.315204 -0.427335 1.771 1.818 2.288
N 5.967184 -1.949024 -1.472505 -3.553 0.427 -0.221
H 8.783234 -1.341444 -0.329265 -0.344 0.042 0.141
H 7.207044 -0.872154 0.277935 0.387 -0.090 -0.160
H 5.514954 -1.265004 -0.882835 -0.224 -0.297 -0.335
H 5.391244 -2.470264 -2.118005 0.523 0.040 0.160
C -3.074466 4.727866 6.036515 1.092 -0.557 4.114
O -2.272866 4.380916 6.891235 1.515 -0.552 -0.048
N -3.596886 3.949586 5.161745 -0.623 -2.201 -3.051
N -3.712016 5.846456 6.211655 -1.597 4.710 0.281
H -4.297146 4.379216 4.574235 0.049 -1.317 -0.299
H -3.283626 2.995816 5.272635 -0.552 -0.022 -0.939
H -4.431516 6.202216 5.598575 0.232 -0.043 0.247
H -3.412056 6.410166 6.994185 -0.102 -0.024 -0.362
C -0.457116 0.475136 0.670665 0.003 -1.482 1.816
O -0.370746 0.505256 1.876635 0.202 0.398 1.573
N 0.198374 -0.390874 -0.070815 1.704 -1.839 -3.250
N -1.318626 1.213896 0.007035 -2.107 2.514 -0.772
H -0.006356 -0.325184 -1.057665 0.232 -0.316 0.059
H 0.608614 -1.277374 0.185935 -0.108 0.583 0.718
H -1.909686 1.729786 0.643115 -0.088 0.204 -0.522
H -1.561686 1.155786 -0.971555 0.148 -0.110 0.391
C -6.253466 3.625116 -0.559585 0.516 -1.215 2.881
O -5.773896 3.347116 0.526965 0.213 -1.078 0.721
N -6.090966 4.822096 -1.025745 0.266 4.449 -2.435
N -7.007296 2.832656 -1.313785 -0.448 -0.583 -0.632
H -5.727136 5.575486 -0.459945 0.018 -0.555 0.017
H -6.531796 5.101986 -1.890285 0.183 0.133 0.216
H -7.284886 3.284616 -2.173305 -0.440 -1.338 -0.059
H -7.100916 1.875996 -1.003715 -0.238 0.198 -0.681
C -1.821246 -3.268134 -5.068335 -2.611 0.493 0.584
O -2.083996 -2.556754 -4.180915 -1.499 3.619 5.487
N -0.829936 -3.036074 -5.808635 6.384 -0.196 -4.358
N -2.679456 -4.127304 -5.537585 -2.241 -3.671 -1.480
H -0.103396 -2.400604 -5.511285 -0.194 -0.313 0.142
H -0.553276 -3.823964 -6.376775 0.534 0.538 -0.381
H -3.600246 -4.176234 -5.125445 0.479 -0.299 0.069
H -2.292736 -4.896804 -6.065225 -0.813 -0.076 -0.023
C -0.895226 6.310056 1.777055 0.305 0.680 0.870
C 0.408204 5.605256 2.209785 0.091 -0.641 -0.022
O 1.591694 6.413846 2.149105 -0.542 0.326 0.008
O -0.938216 6.742066 0.432865 -0.186 -0.548 -0.475
H -1.099506 7.165546 2.420865 0.606 0.444 0.264
H -1.809096 5.760236 2.002135 0.299 -0.870 -0.502
H 0.633184 4.701376 1.643685 -0.376 0.104 -0.522
H 0.396644 5.234316 3.234655 -0.909 0.012 0.149
H 1.727474 6.622036 3.076375 0.494 0.446 -0.176
H -0.366916 7.498776 0.282425 0.194 -0.045 0.335
C 4.625814 -6.250754 -3.834335 -0.149 1.364 -1.475
C 4.318104 -7.017344 -2.568905 -0.054 0.264 0.761
O 4.226204 -6.255504 -1.359335 0.452 0.081 -0.446
O 3.548564 -5.421154 -4.348055 -0.879 -0.697 0.729
H 4.909794 -6.934654 -4.634175 -0.126 -0.522 0.089
H 5.461984 -5.552674 -3.794265 0.417 -0.375 0.966
H 5.152394 -7.707274 -2.442145 0.169 0.082 0.132
H 3.434804 -7.655774 -2.585345 -0.185 0.065 -0.772
H 3.347224 -5.877114 -1.283035 -0.079 0.014 -0.118
H 3.856574 -4.690314 -4.889005 0.439 -0.226 0.157
C -5.785226 -3.565834 0.848355 0.584 -0.326 0.753
C -4.264426 -3.297924 1.139305 -0.989 -0.509 -0.080
O -3.503606 -3.854804 0.113045 0.687 -0.047 -1.108
O -6.265796 -2.627104 -0.063725 -0.034 1.569 -0.769
H -6.401436 -3.533174 1.746865 0.184 -0.075 0.385
H -5.951816 -4.511554 0.332645 0.670 -0.650 0.632
H -3.845356 -3.777394 2.023945 -0.776 0.030 0.382
H -4.031656 -2.234374 1.191925 -0.496 0.236 0.282
H -3.580336 -3.233924 -0.615115 0.189 -0.209 -0.451
H -7.205606 -2.774054 -0.193215 0.035 0.003 -0.043
C 1.656354 -2.935024 6.474335 1.481 -0.080 -1.145
C 2.816524 -3.807804 5.896375 0.657 1.005 0.811
O 2.810674 -5.191514 6.168835 -0.634 -0.325 -0.028
O 0.583544 -2.865544 5.552465 -0.906 -0.897 0.504
H 2.017204 -1.926264 6.675055 0.301 0.040 -0.051
H 1.409104 -3.337584 7.456645 -0.780 -0.198 -0.183
H 3.762124 -3.513154 6.351455 0.008 0.516 0.196
H 2.965594 -3.585424 4.839765 -0.446 -0.191 -0.307
H 1.915214 -5.499314 6.326955 -0.155 -0.017 -0.171
H 0.599624 -2.110884 4.959315 0.453 0.163 0.298
C 3.986244 2.696546 -2.901385 0.843 0.014 0.756
C 3.700454 4.023846 -2.145485 -1.035 -1.364 0.338
O 3.918534 3.719276 -0.768255 0.617 0.067 -0.033
O 3.582974 2.665316 -4.232305 -0.125 0.336 -0.896
H 3.618974 1.823576 -2.361835 -0.682 0.290 0.406
H 5.053014 2.473026 -2.889175 0.291 0.483 -0.148
H 2.632504 4.227376 -2.223965 -0.198 0.207 -0.514
H 4.247494 4.894986 -2.505965 0.323 -0.184 -0.059
H 3.643964 4.460506 -0.223465 -0.012 0.095 -0.012
H 2.670564 2.380536 -4.321825 -0.094 0.038 0.185
O -1.987756 4.830666 -3.255735 -0.144 -0.269 -0.190
H -2.020416 5.181766 -2.365845 -0.002 0.078 0.350
H -1.296346 5.333086 -3.686725 0.182 0.127 -0.132
O -0.655656 1.378706 -4.797095 0.319 -0.003 0.005
H -1.235676 0.618096 -4.832825 -0.172 -0.316 -0.022
H -1.202116 2.080856 -4.444105 -0.159 0.324 0.110
O 0.917684 -4.545154 1.510645 0.215 0.038 -0.233
H 0.905204 -4.584764 2.466945 0.047 -0.016 0.309
H 0.026784 -4.291584 1.269315 -0.308 0.021 -0.095
```
Positions in Å, forces in eV/Å.